Entry 1:
# C26H33N3O6

An isolated molecule of C26H33N3O6 (the ωB97M-V functional and the def2-TZVPD basis, the OMol25 dataset).

- Energy relative to the best compared isomer or geometry (same formula, charge and spin): 1.163 eV
- SMILES: C=CCN(C(=O)CNC(=O)c1ccco1)[C@@H](C(=O)NC1CCCCC1)c1ccc(OC)cc1OC
- E_HOMO: -8.011 eV
- HOMO-LUMO gap: 0.31103 Ha
- LUMO energy: 0.4522 eV

Last columns: bonded neighbours and bond lengths (Å).
Element x y z (Å)
1 O 5.7365 -1.9415 0.0138  C55 1.348, C63 1.332
2 H 3.3359 6.2365 0.5136  C5 1.089
3 H -0.1776 -0.0367 -2.5557  C27 1.096
4 H -5.7477 -2.5279 1.7260  C61 1.092
5 C 3.1937 5.2136 0.1682  H2 1.089, H19 1.095, H21 1.095, O30 1.406
6 H 7.1987 0.1885 1.9903  C29 1.071
7 C -0.6412 2.4800 -0.6664  H38 1.078, C41 1.380, C59 1.385
8 H -3.8348 1.1458 1.8253  C25 1.093
9 H -1.0579 -3.5305 -0.5565  C23 1.083
10 C -4.1276 -1.4173 0.8383  C22 1.531, H43 1.092, H53 1.093, C61 1.525
11 C 1.0382 -2.1608 1.2369  N13 1.446, H40 1.094, C44 1.535, H52 1.087
12 H 1.2979 -2.7530 -1.2764  C37 1.094
13 N 2.4170 -1.7558 1.3986  C11 1.446, H28 1.007, C60 1.356
14 N 0.1373 -1.0684 -0.7975  C27 1.468, C37 1.456, C44 1.337
15 C -5.8947 0.8893 1.2406  C25 1.526, C50 1.525, H62 1.092, H66 1.092
16 C 2.1146 2.7279 -0.6435  H45 1.077, C49 1.391, C68 1.389
17 H 4.5890 -0.1787 2.5079  C32 1.071
18 H 4.1458 0.7879 -0.6751  C31 1.096
19 H 3.6803 4.5268 0.8691  C5 1.095
20 H 3.9608 -0.4230 -1.9655  C31 1.089
21 H 3.6458 5.1032 -0.8232  C5 1.095
22 C -3.9036 -0.1056 0.0809  C10 1.531, C25 1.529, N54 1.446, H56 1.095
23 C -0.7982 -3.1767 -1.5464  H9 1.083, C33 1.319, C37 1.502
24 H -6.1782 -1.6652 0.2467  C61 1.092
25 C -4.4182 1.0756 0.9038  H8 1.093, C15 1.526, C22 1.529, H57 1.092
26 H 0.5482 -1.9322 -2.6373  C37 1.091
27 C -0.4519 0.0772 -1.5006  H3 1.096, N14 1.468, C39 1.541, C59 1.511
28 H 2.5747 -0.9503 1.9817  N13 1.007
29 C 6.5261 -0.4604 1.4680  H6 1.071, C32 1.410, C63 1.365
30 O 1.8026 5.0158 0.1294  C5 1.406, C49 1.362
31 C 3.6303 0.5531 -1.6128  H18 1.096, H20 1.089, H35 1.095, O36 1.405
32 C 5.1554 -0.6562 1.7338  H17 1.071, C29 1.410, C55 1.376
33 C -1.5175 -3.5274 -2.5947  C23 1.319, H42 1.077, H67 1.076
34 O 3.2073 -3.0362 -0.2899  C60 1.217
35 H 3.8756 1.3133 -2.3620  C31 1.095
36 O 2.2415 0.4365 -1.4337  C31 1.405, C68 1.367
37 C 0.3839 -2.2524 -1.6078  H12 1.094, N14 1.456, C23 1.502, H26 1.091
38 H -1.7158 2.4009 -0.6911  C7 1.078
39 C -1.9905 0.0016 -1.4531  C27 1.541, O51 1.215, N54 1.339
40 H 0.5921 -2.2814 2.2284  C11 1.094
41 C -0.0650 3.6750 -0.2881  C7 1.380, C49 1.391, H65 1.077
42 H -1.2868 -3.1720 -3.5846  C33 1.077
43 H -3.7739 -2.2500 0.2265  C10 1.092
44 C 0.2778 -1.0285 0.5317  C11 1.535, N14 1.337, O58 1.228
45 H 3.1877 2.8208 -0.6443  C16 1.077
46 H -1.8565 0.1971 0.5602  N54 1.016
47 H 7.7309 -1.4456 -0.1244  C63 1.072
48 H -7.1734 -0.5471 2.2179  C50 1.092
49 C 1.3202 3.8044 -0.2645  C16 1.391, O30 1.362, C41 1.391
50 C -6.1121 -0.4173 1.9971  C15 1.525, H48 1.092, C61 1.525, H64 1.092
51 O -2.6475 -0.1314 -2.4662  C39 1.215
52 H 1.0263 -3.1109 0.7085  C11 1.087
53 H -3.5391 -1.3980 1.7594  C10 1.093
54 N -2.4978 0.0615 -0.2156  C22 1.446, C39 1.339, H46 1.016
55 C 4.7135 -1.5777 0.8130  O1 1.348, C32 1.376, C60 1.476
56 H -4.4215 -0.1453 -0.8834  C22 1.095
57 H -4.2761 2.0014 0.3431  C25 1.092
58 O -0.1174 -0.0938 1.2240  C44 1.228
59 C 0.1319 1.3886 -1.0273  C7 1.385, C27 1.511, C68 1.402
60 C 3.3933 -2.1891 0.5638  N13 1.356, O34 1.217, C55 1.476
61 C -5.6047 -1.5969 1.1736  H4 1.092, C10 1.525, H24 1.092, C50 1.525
62 H -6.2444 1.7313 1.8413  C15 1.092
63 C 6.8176 -1.2715 0.4097  O1 1.332, C29 1.365, H47 1.072
64 H -5.5743 -0.3802 2.9473  C50 1.092
65 H -0.6686 4.5218 -0.0068  C41 1.077
66 H -6.4757 0.8727 0.3160  C15 1.092
67 H -2.3654 -4.1852 -2.5106  C33 1.076
68 C 1.5272 1.5298 -1.0295  C16 1.389, O36 1.367, C59 1.402



Entry 2:
# C26H33N3O6

A cluster of 2 separate species, C26H33N3O6 in total (the ωB97M-V functional and the def2-TZVPD basis, the OMol25 dataset).

- Energy relative to the best compared isomer or geometry (same formula, charge and spin): 8.221 eV
- E_HOMO: -5.837 eV
- HOMO-LUMO gap: 0.11900 Ha
- LUMO energy: -2.5988 eV

Last columns: bonded neighbours and bond lengths (Å).
Element x y z (Å)
1 C 2.0220 1.9960 -6.0258  C2 1.424, C16 1.392, H61 1.092
2 C 2.4061 1.4918 -4.7509  C1 1.424, C22 1.441, C23 1.427
3 H 4.3752 -1.4314 -0.1524  C26 1.097
4 C -1.5573 0.1007 3.4369  C21 1.394, C51 1.396, H53 1.095
5 O -3.4306 1.6860 -2.2706  N29 1.278
6 N 2.2607 -0.9206 1.5163  C8 1.364, C54 1.458, C58 1.445
7 C 3.1482 1.0012 0.3133  H10 1.091, H24 1.097, H34 1.100, C54 1.535
8 C 0.9690 -1.2750 1.7733  N6 1.364, O44 1.230, C65 1.533
9 C -5.4762 -1.8510 0.9629  H17 1.102, H20 1.090, O50 1.445, H52 1.100
10 H 3.2338 1.5021 -0.6523  C7 1.091
11 C -0.8250 0.3702 1.0429  C21 1.510, H37 1.102, H41 1.104, C65 1.533
12 C -0.9455 0.2020 6.1811  H25 1.101, O32 1.447, H40 1.091, H63 1.101
13 H 2.8555 -1.6004 3.3759  C58 1.093
14 C -3.6926 -0.8847 4.0070  C33 1.412, C51 1.412, O60 1.366
15 H -2.3644 1.9373 -5.2941  C42 1.083
16 C 2.9652 2.4560 -6.9399  C1 1.392, C19 1.405, H30 1.091
17 H -5.5298 -0.8538 0.4980  C9 1.102
18 H -4.4304 -3.4517 4.4574  C59 1.096
19 C 4.3338 2.4279 -6.6230  C16 1.405, H31 1.091, C49 1.401
20 H -6.4593 -2.3215 0.9713  C9 1.090
21 C -1.8305 -0.0686 2.0806  C4 1.394, C11 1.510, C45 1.392
22 C 1.4210 1.0296 -3.8064  C2 1.441, C62 1.392, H64 1.094
23 C 3.8020 1.4712 -4.4580  C2 1.427, H48 1.091, C49 1.393
24 H 4.1485 0.9014 0.7531  C7 1.097
25 H -0.8334 1.2508 5.8638  C12 1.101
26 C 3.3789 -1.3759 -0.6073  H3 1.097, H28 1.099, C54 1.535, H56 1.091
27 H -2.1379 3.1244 -3.7965  C42 1.083
28 H 2.9018 -2.3654 -0.5728  C26 1.099
29 N -3.2251 1.3954 -3.4978  O5 1.278, C42 1.330, O47 1.272
30 H 2.6431 2.8408 -7.9087  C16 1.091
31 H 5.0768 2.7861 -7.3367  C19 1.091
32 O -2.2116 -0.3496 5.7496  C12 1.447, C51 1.361
33 C -3.9511 -1.0993 2.6354  C14 1.412, C45 1.400, O50 1.359
34 H 2.5241 1.6250 0.9693  C7 1.100
35 H 5.7996 1.9040 -5.1137  C49 1.091
36 H -5.0640 -3.0058 6.0851  C59 1.090
37 H -1.3486 0.7516 0.1517  C11 1.102
38 H 2.7725 0.5833 -2.2285  C62 1.089
39 N 1.1394 -0.3264 -0.3517  C43 1.347, C54 1.471, C65 1.467
40 H -0.9685 0.1359 7.2697  C12 1.091
41 H -0.1966 1.1752 1.4617  C11 1.104
42 C -2.4903 2.2074 -4.2525  H15 1.083, H27 1.083, N29 1.330
43 C 0.8120 0.1077 -1.5839  N39 1.347, C62 1.393, H66 1.093
44 O 0.5911 -1.9128 2.7546  C8 1.230
45 C -3.0240 -0.6643 1.6812  C21 1.392, C33 1.400, H57 1.096
46 H 3.9789 -2.0193 2.0552  C58 1.098
47 O -3.7178 0.3414 -4.0116  N29 1.272
48 H 4.1494 1.0875 -3.4980  C23 1.091
49 C 4.7410 1.9328 -5.3771  C19 1.401, C23 1.393, H35 1.091
50 O -5.1006 -1.7677 2.3557  C9 1.445, C33 1.359
51 C -2.4594 -0.3287 4.4117  C4 1.396, C14 1.412, O32 1.361
52 H -4.7539 -2.4655 0.4055  C9 1.100
53 H -0.6059 0.5387 3.7544  C4 1.095
54 C 2.5093 -0.3879 0.1818  N6 1.458, C7 1.535, C26 1.535, N39 1.471
55 H -3.2955 -2.9099 5.7495  C59 1.097
56 H 3.4778 -1.0802 -1.6528  C26 1.091
57 H -3.2341 -0.7832 0.6121  C45 1.096
58 C 3.3150 -1.2401 2.4516  N6 1.445, H13 1.093, H46 1.098, H68 1.096
59 C -4.3037 -2.8019 5.3315  H18 1.096, H36 1.090, H55 1.097, O60 1.460
60 O -4.5331 -1.4124 4.9462  C14 1.366, C59 1.460
61 H 0.9577 2.0149 -6.2674  C1 1.092
62 C 1.7255 0.5734 -2.5265  C22 1.392, H38 1.089, C43 1.393
63 H -0.1115 -0.3890 5.7726  C12 1.101
64 H 0.3725 1.0304 -4.1171  C22 1.094
65 C 0.1169 -0.7587 0.6077  C8 1.533, C11 1.533, N39 1.467, H67 1.107
66 H -0.2562 0.0698 -1.8144  C43 1.093
67 H -0.4748 -1.5990 0.1962  C65 1.107
68 H 3.9154 -0.3484 2.6647  C58 1.096



Entry 3:
# C26H34F

The ion C26H34F with charge +1 (the ωB97M-V functional and the def2-TZVPD basis, the OMol25 dataset).

- Energy relative to the best compared isomer or geometry (same formula, charge and spin): 1.160 eV
- E_HOMO: -12.087 eV
- HOMO-LUMO gap: 0.24744 Ha
- LUMO energy: -5.3537 eV
- Total charge: +1

Last columns: bonded neighbours and bond lengths (Å).
Element x y z (Å)
1 C -2.2437 -1.9157 1.0224  C19 1.536, H30 1.097, H34 1.101, C57 1.522
2 C 5.5070 1.1852 2.4729  H5 1.088, C9 1.401, C29 1.390
3 H -4.9356 2.2046 1.9610  C24 1.096
4 C 0.0361 0.3350 0.1527  C18 1.435, C23 1.499, C26 1.512
5 H 5.6286 1.8795 3.3023  C2 1.088
6 C 2.8455 0.2890 -1.6957  C46 1.419, C55 1.402, C59 1.503
7 H -6.3402 0.9422 0.4357  C31 1.100
8 H -3.3277 -2.9788 -0.4293  C57 1.105
9 C 6.5284 0.2669 2.1965  C2 1.401, H41 1.105, C48 1.403
10 H -3.2807 -1.2436 -0.7785  C57 1.102
11 H 4.2070 -1.4511 -1.7020  C46 1.091
12 H -4.7523 2.7111 0.2810  C24 1.099
13 H -6.2258 -0.7531 1.7405  C47 1.095
14 H 1.5915 1.1071 1.3807  C18 1.136
15 H -1.1798 -0.7509 -1.3295  C23 1.109
16 H -0.2629 2.0589 -0.8905  C26 1.096
17 H 3.7385 -2.0709 -4.0304  C58 1.100
18 C 1.3961 0.2958 0.6093  C4 1.435, H14 1.136, H36 1.133, C59 1.845
19 C -0.8389 -2.0824 0.4246  C1 1.536, H21 1.104, C23 1.557, H60 1.095
20 H -2.7053 0.9564 1.8021  C37 1.108
21 H -0.7246 -3.0560 -0.0832  C19 1.104
22 H -4.5973 -0.3957 2.2558  C47 1.092
23 C -0.4352 -0.9164 -0.5248  C4 1.499, H15 1.109, C19 1.557, H40 1.111
24 C -4.5291 1.9010 0.9890  H3 1.096, H12 1.099, C31 1.544, C37 1.523
25 H -0.3889 2.3317 0.8348  C26 1.109
26 C -0.7061 1.6456 0.0234  C4 1.512, H16 1.096, H25 1.109, C44 1.571
27 H -2.6839 2.7196 1.6578  C37 1.104
28 H 4.9708 -1.4201 -0.3468  C45 1.074
29 C 4.3796 1.2598 1.6639  C2 1.390, C39 1.405, H61 1.086
30 H -2.3547 -2.7347 1.7440  C1 1.097
31 C -5.2804 0.6513 0.4811  H7 1.100, C24 1.544, C47 1.530, H54 1.093
32 H -4.8219 -2.6632 1.4554  C33 1.091
33 C -4.7888 -1.8825 0.6938  H32 1.091, C47 1.518, H50 1.093, C57 1.541
34 H -2.2686 -0.9930 1.6220  C1 1.101
35 H 0.8241 1.1726 -4.2845  C42 1.089
36 H 1.6359 -0.7350 1.0152  C18 1.133
37 C -3.0182 1.7969 1.1516  H20 1.108, C24 1.523, H27 1.104, C44 1.525
38 H -2.4810 2.6459 -0.7573  C44 1.108
39 C 4.1641 0.3987 0.5743  C29 1.405, C45 1.406, C59 1.516
40 H 0.4778 -1.2443 -1.0664  C23 1.111
41 H 7.4462 0.1956 2.8077  C9 1.105
42 C 1.6048 0.6281 -3.7552  H35 1.089, C43 1.409, C55 1.384
43 C 2.2568 -0.4899 -4.3127  C42 1.409, H51 1.103, C58 1.403
44 C -2.2625 1.7314 -0.1711  C26 1.571, C37 1.525, H38 1.108, H53 1.100
45 C 5.0995 -0.6304 0.3697  H28 1.074, C39 1.406, C48 1.404
46 C 3.5145 -0.8243 -2.2664  C6 1.419, H11 1.091, C58 1.407
47 C -5.2076 -0.5906 1.3719  H13 1.095, H22 1.092, C31 1.530, C33 1.518
48 C 6.2678 -0.6291 1.1492  C9 1.403, C45 1.404, F52 1.363
49 H 2.6755 1.8473 -0.1316  C59 1.142
50 H -5.5101 -2.1527 -0.0821  C33 1.093
51 H 1.9743 -0.8114 -5.3288  C43 1.103
52 F 7.2407 -1.5354 0.8503  C48 1.363
53 H -2.5963 0.8806 -0.7834  C44 1.100
54 H -4.9738 0.4334 -0.5450  C31 1.093
55 C 1.9508 1.0332 -2.4781  C6 1.402, C42 1.384, H56 1.087
56 H 1.4776 1.8992 -2.0228  C55 1.087
57 C -3.3998 -1.9782 0.0339  C1 1.522, H8 1.105, H10 1.102, C33 1.541
58 C 3.2229 -1.2051 -3.5892  H17 1.100, C43 1.403, C46 1.407
59 C 2.9546 0.7488 -0.2691  C6 1.503, C18 1.845, C39 1.516, H49 1.142
60 H -0.1149 -2.0210 1.2437  C19 1.095
61 H 3.6194 2.0028 1.8841  C29 1.086